Here is an isolated ion of composition CH4N2 and charge +1 from OMol25. Energies are from wB97M-V/def2-TZVPD.

Cartesian coordinates (Å):
N: 0.8596 0.2974 -0.4930
C: -0.1021 -0.1292 0.2936
N: -1.3818 -0.0837 -0.0873
H: 1.8276 0.0406 -0.3503
H: 0.5386 0.5619 -1.4233
H: 0.1513 -0.6031 1.2509
H: -1.8932 -0.0839 0.8094

The spin multiplicity is 2. Its total charge is +1. The value obtained for the HOMO-LUMO gap (alpha / beta) is 13.05 / 8.72 eV. Its HOMO energy (alpha / beta) is -18.089 / -17.796 eV. Its LUMO energy (alpha / beta) is -5.036 / -9.080 eV.

Electronic structure analysis, natural (NBO) charges in units of e: atom 1 (N): -0.559, atom 2 (C): 0.292, atom 3 (N): -0.250, atom 4 (H): 0.457, atom 5 (H): 0.448, atom 6 (H): 0.241, atom 7 (H): 0.372


Here is one molecule with the formula C9H8N2O3 from OMol25. Energies are from wB97M-V/def2-TZVPD.

Cartesian coordinates (Å):
O: -0.0091 -1.8891 3.9059
N: -0.6710 -1.6897 2.9266
O: -1.8382 -1.9379 2.7839
C: 0.0379 -1.0805 1.7450
N: -0.8489 -0.2558 1.0380
C: -0.4449 0.5408 -0.0599
C: -1.0313 1.8012 -0.1336
C: -0.7065 2.6860 -1.1411
C: 0.2347 2.3202 -2.0914
C: 0.8023 1.0654 -2.0425
C: 0.4752 0.1375 -1.0454
C: 1.0781 -1.1863 -1.1406
C: 1.0575 -2.1552 -0.2134
O: 0.5126 -2.2413 1.0381
H: 0.9057 -0.5150 2.1181
H: -1.7984 -0.6070 1.0056
H: -1.7528 2.0729 0.6219
H: -1.1771 3.6566 -1.1813
H: 0.5163 3.0121 -2.8709
H: 1.5155 0.7748 -2.7997
H: 1.6056 -1.4035 -2.0543
H: 1.5368 -3.1062 -0.4090

Its total charge is 0. The value obtained for the HOMO-LUMO gap is 8.57 eV. Its HOMO energy is -8.493 eV. Its LUMO energy is 0.077 eV.

Electronic structure analysis, natural (NBO) charges in units of e: atom 1 (O): -0.339, atom 2 (N): 0.534, atom 3 (O): -0.366, atom 4 (C): 0.336, atom 5 (N): -0.661, atom 6 (C): 0.108, atom 7 (C): -0.198, atom 8 (C): -0.210, atom 9 (C): -0.210, atom 10 (C): -0.210, atom 11 (C): -0.007, atom 12 (C): -0.350, atom 13 (C): 0.174, atom 14 (O): -0.512, atom 15 (H): 0.204, atom 16 (H): 0.419, atom 17 (H): 0.219, atom 18 (H): 0.217, atom 19 (H): 0.216, atom 20 (H): 0.210, atom 21 (H): 0.228, atom 22 (H): 0.198


Here is a 3-piece molecular cluster, C21H32BF2NO4Si overall from OMol25. Energies are from wB97M-V/def2-TZVPD.

Cartesian coordinates (Å):
C: -1.6502 -3.0885 1.7962
C: -1.7504 -1.5758 1.5376
Si: -0.5217 -1.0261 0.1896
C: 1.1277 -1.8307 0.6048
C: 2.3462 -1.1251 0.0061
C: 3.6602 -1.9512 0.0693
C: 3.5057 -3.4173 -0.2823
N: 3.3339 -4.2523 0.9182
C: -0.4941 0.8492 0.1842
B: -0.2374 1.4624 1.6202
O: 1.0312 1.4082 2.1499
O: -1.2822 2.0154 2.3174
C: -1.0592 -1.5933 -1.5632
C: -2.5370 -1.7793 -1.7250
O: -3.1666 -1.0612 -2.3680
O: -3.1513 -2.7972 -1.0671
H: -1.9110 -3.6683 0.9203
H: -0.6420 -3.3708 2.0642
H: -2.3113 -3.3445 2.6114
H: -2.7637 -1.2637 1.3104
H: -1.3979 -1.1010 2.4533
H: 1.0526 -2.8766 0.3149
H: 1.2559 -1.8472 1.6894
H: 2.5178 -0.2391 0.6085
H: 2.1498 -0.7465 -0.9864
H: 4.3543 -1.5261 -0.6328
H: 4.0200 -1.8726 1.0881
H: 2.6530 -3.5990 -0.9458
H: 4.3824 -3.7754 -0.8110
H: 3.0422 -5.1841 0.6594
H: 2.6327 -3.8536 1.5289
H: -1.4982 1.1707 -0.1008
H: 0.1643 1.2750 -0.5681
H: 0.9784 1.0089 3.0308
H: -1.9705 1.3451 2.4428
H: -0.7950 -0.7808 -2.2256
H: -0.4807 -2.4493 -1.9000
H: -2.5734 -3.5729 -1.1335
F: -4.8199 0.6961 3.4059
C: -5.1256 1.8746 2.8222
C: -5.0149 1.9909 1.4525
C: -5.3284 3.2001 0.8508
C: -5.7404 4.2749 1.6262
C: -5.8423 4.1393 3.0042
C: -5.5373 2.9295 3.6103
H: -4.6851 1.1420 0.8660
H: -5.2503 3.3028 -0.2232
H: -5.9815 5.2191 1.1557
H: -6.1591 4.9779 3.6097
H: -5.6168 2.8014 4.6819
F: 3.8229 -0.4379 -2.4851
C: 4.1251 0.7622 -3.0228
C: 3.3140 1.8432 -2.7437
C: 3.6281 3.0774 -3.2929
C: 4.7376 3.2110 -4.1162
C: 5.5383 2.1101 -4.3875
C: 5.2352 0.8750 -3.8340
H: 2.4497 1.7162 -2.1042
H: 3.0057 3.9356 -3.0776
H: 4.9780 4.1745 -4.5461
H: 6.4012 2.2125 -5.0319
H: 5.8510 0.0062 -4.0266

Its total charge is 0. The value obtained for the HOMO-LUMO gap is 9.51 eV. Its HOMO energy is -9.113 eV. Its LUMO energy is 0.400 eV.

Electronic structure analysis, natural (NBO) charges in units of e: atom 1 (C): -0.593, atom 2 (C): -0.871, atom 3 (Si): 1.705, atom 4 (C): -0.906, atom 5 (C): -0.389, atom 6 (C): -0.417, atom 7 (C): -0.215, atom 8 (N): -0.839, atom 9 (C): -1.287, atom 10 (B): 1.165, atom 11 (O): -0.912, atom 12 (O): -0.915, atom 13 (C): -0.990, atom 14 (C): 0.797, atom 15 (O): -0.548, atom 16 (O): -0.699, atom 17 (H): 0.191, atom 18 (H): 0.200, atom 19 (H): 0.213, atom 20 (H): 0.237, atom 21 (H): 0.212, atom 22 (H): 0.225, atom 23 (H): 0.223, atom 24 (H): 0.220, atom 25 (H): 0.198, atom 26 (H): 0.225, atom 27 (H): 0.205, atom 28 (H): 0.155, atom 29 (H): 0.190, atom 30 (H): 0.352, atom 31 (H): 0.349, atom 32 (H): 0.257, atom 33 (H): 0.268, atom 34 (H): 0.496, atom 35 (H): 0.501, atom 36 (H): 0.264, atom 37 (H): 0.249, atom 38 (H): 0.478, atom 39 (F): -0.331, atom 40 (C): 0.392, atom 41 (C): -0.291, atom 42 (C): -0.185, atom 43 (C): -0.227, atom 44 (C): -0.188, atom 45 (C): -0.285, atom 46 (H): 0.230, atom 47 (H): 0.221, atom 48 (H): 0.217, atom 49 (H): 0.218, atom 50 (H): 0.229, atom 51 (F): -0.331, atom 52 (C): 0.395, atom 53 (C): -0.276, atom 54 (C): -0.191, atom 55 (C): -0.228, atom 56 (C): -0.188, atom 57 (C): -0.285, atom 58 (H): 0.225, atom 59 (H): 0.219, atom 60 (H): 0.217, atom 61 (H): 0.218, atom 62 (H): 0.229


Here is one molecule with the formula C6H9ClS from OMol25. Energies are from wB97M-V/def2-TZVPD.

Cartesian coordinates (Å):
Cl: -3.0244 -0.6982 0.8054
C: -1.5027 0.2295 0.4431
C: -0.4248 -0.5267 1.0136
C: 0.7025 0.2887 0.4834
C: 2.0061 -0.4322 0.1063
S: 1.7144 -0.5287 -1.7114
C: 0.3995 0.6056 -1.0353
C: -1.1252 0.2761 -0.9711
H: -1.6822 1.0937 1.0978
H: -0.4121 -1.3875 0.2335
H: -0.2972 -0.7597 2.1672
H: 0.7339 1.2826 0.9196
H: 2.8768 0.3357 0.2720
H: 2.0956 -1.2710 0.8289
H: 1.0587 1.3959 -1.5527
H: -1.8546 0.8101 -1.5800
H: -1.2643 -0.7141 -1.5204

Its total charge is 0. The value obtained for the HOMO-LUMO gap is 9.34 eV. Its HOMO energy is -8.631 eV. Its LUMO energy is 0.708 eV.

Electronic structure analysis, natural (NBO) charges in units of e: atom 1 (Cl): -0.093, atom 2 (C): -0.180, atom 3 (C): -0.440, atom 4 (C): -0.254, atom 5 (C): -0.509, atom 6 (S): 0.140, atom 7 (C): -0.308, atom 8 (C): -0.477, atom 9 (H): 0.235, atom 10 (H): 0.220, atom 11 (H): 0.249, atom 12 (H): 0.210, atom 13 (H): 0.219, atom 14 (H): 0.224, atom 15 (H): 0.270, atom 16 (H): 0.244, atom 17 (H): 0.250